Record 1
93
Properties=species:S:1:pos:R:3:forces:R:3 method="wB97M-V/def2-TZVPD" e_homo_ev="-0.49 / -0.37" total_charge=-2 energy_ha=-5689.83042 homo_lumo_gap_ha="0.1488 / 0.1444"
H -0.2265 -4.5441 4.3292 0.0 0.0 0.0
C -7.1663 -2.5032 0.8554 0.0 -0.1 -0.1
H 0.2840 0.9192 5.3707 0.0 0.0 0.0
H -3.7819 -1.1135 3.4567 0.1 0.1 0.0
H -3.0829 1.6539 -1.7192 0.0 0.0 0.0
C 0.2231 -2.9000 2.9568 0.0 -0.1 0.0
H -2.8974 3.9383 0.2774 0.0 0.0 0.0
C -0.8619 0.6585 3.5858 -0.2 -0.2 0.2
C 2.8009 -2.0930 -2.4011 0.6 0.3 -0.1
H 0.2499 1.6825 -3.0172 0.0 0.0 0.0
H -0.9100 4.5481 -1.2112 0.0 0.0 0.0
O 2.5739 -2.0475 0.7254 -0.1 -0.1 -0.2
C 2.0476 -2.8482 0.0122 0.2 -0.3 0.9
C 4.0696 -3.1677 -4.1466 0.4 0.2 -0.1
H 1.9969 -4.7015 0.7958 0.0 0.0 0.0
C -6.1813 -1.6414 1.3177 -0.1 0.0 0.1
H -1.1159 -2.9687 -3.1318 0.0 0.0 0.0
H -3.0548 3.3976 -1.9792 0.0 0.0 0.0
H -2.6042 2.0945 -3.9555 0.0 0.0 0.0
C 0.4070 -1.9351 -2.1447 0.0 0.1 -0.3
C -1.8017 -4.1094 2.8462 0.1 0.0 0.0
H 4.7750 0.4925 -1.2124 0.1 -0.1 0.0
C 0.1636 -0.6111 -2.5204 0.2 0.0 0.0
C -1.7768 2.3231 -3.2765 0.1 -0.1 0.1
C -0.2865 -3.1059 -2.4488 0.0 0.0 0.1
C -0.3422 -4.2777 3.2778 0.0 0.0 -0.1
H 4.1923 -3.9429 -4.8878 0.0 0.0 0.0
C -1.4372 -0.2719 5.7770 0.0 0.0 0.0
H -4.3513 -0.6127 0.8724 0.0 -0.1 0.0
H -7.8398 -3.6877 -0.8128 0.0 0.0 0.0
H -2.4964 -2.5658 1.4438 0.1 0.0 0.0
H -3.2691 -1.4112 5.8400 0.0 0.0 0.0
H 1.0303 0.0376 -2.3335 0.0 0.0 0.0
O -2.3311 0.1382 1.7471 -0.4 0.1 0.4
O 1.7050 -2.0537 -1.5384 -0.1 -0.3 -0.2
H 1.6972 3.1179 1.8696 0.0 0.0 0.0
H -2.3119 -5.0524 2.6467 0.0 0.0 0.0
H -1.9278 2.8628 1.3412 -0.1 0.0 0.0
H 0.1483 -5.0359 2.6615 0.0 0.0 0.0
C 1.6450 -4.1421 -0.0659 0.0 0.2 -0.2
C -2.4577 2.9276 0.3964 0.1 0.0 0.1
C 0.3159 3.8830 0.4050 -0.1 -0.1 0.0
H 0.8462 1.9657 3.5475 0.0 0.1 0.0
H 0.1813 3.2201 -1.6312 0.0 0.0 0.0
O 2.8545 0.4234 -0.6770 -0.2 0.0 0.0
C -1.6555 -3.2521 1.5931 -0.1 0.0 0.0
C -7.0871 -3.0097 -0.4336 0.0 0.0 0.1
O -0.4689 -2.4756 1.7822 0.0 -0.2 0.3
C 3.7964 -0.0253 -1.2896 0.1 0.7 0.0
O 7.1466 -1.3774 -4.6396 0.0 0.1 0.0
H -0.4700 1.2755 -4.5590 0.0 0.0 0.0
C -0.6699 1.2924 -3.4771 0.0 0.0 -0.1
N 0.0846 1.7799 1.6489 0.0 0.1 0.2
C -5.0232 -1.7822 -0.8016 0.0 -0.2 -0.1
C 2.9584 -3.1089 -3.3411 -0.5 0.0 0.3
H 1.6506 2.1812 0.3600 0.0 0.0 0.1
O 6.3313 -3.1706 -5.6715 0.0 -0.1 -0.1
C 0.0850 1.5124 2.8877 0.2 0.3 -0.1
C -0.0293 -4.4069 -1.9898 0.1 0.0 0.0
H 0.8295 -5.9252 -0.8367 0.0 0.0 0.0
H 1.2912 -2.9001 2.7392 0.0 0.0 0.0
C -6.0209 -2.6475 -1.2473 0.1 0.1 0.1
C 0.8279 -4.8516 -0.9978 -0.2 0.0 -0.2
C 4.9614 -1.2163 -3.0280 0.1 0.2 0.1
K -0.3865 -0.3855 0.3860 0.3 -0.1 -1.0
H -0.3129 4.3943 1.1414 0.0 0.0 0.0
N 6.2349 -2.2511 -4.8013 -0.1 0.0 0.1
Br -5.9724 -3.3884 -2.9987 0.0 0.0 0.0
C 3.8280 -1.1313 -2.2364 -0.4 -0.7 -0.2
C -0.5009 3.5782 -0.8567 0.0 0.0 0.0
H -0.6062 -5.1847 -2.4815 0.0 0.0 0.0
H -7.9945 -2.7855 1.4942 0.0 0.0 0.0
N -0.9179 -0.0639 -3.0300 -0.2 -0.1 0.1
H 0.0213 -2.1983 3.7746 0.0 0.0 0.0
H -1.3690 3.2834 -3.6119 0.0 0.0 0.0
H -3.2638 2.1958 0.4401 0.0 0.0 0.0
H 2.1785 -3.8560 -3.4279 0.0 0.0 0.0
H 1.0825 4.6039 0.1022 0.0 0.0 0.0
H -1.5252 -3.8683 0.6982 0.0 0.0 0.0
C -5.1230 -1.2861 0.5004 0.2 0.2 -0.1
C -0.6107 0.4651 4.9532 -0.1 -0.1 -0.1
N -1.5728 2.6037 -0.7110 0.0 0.0 -0.1
I -3.3505 -1.1953 -1.9444 -0.1 0.1 0.1
C 5.1028 -2.2049 -4.0040 -0.1 -0.3 -0.3
H -2.3554 -3.5620 3.6122 0.0 0.0 0.0
C -2.4141 2.4938 -1.9011 -0.1 0.0 0.0
H -1.2039 -0.4050 6.8261 0.0 0.0 0.0
H -6.2362 -1.2395 2.3239 0.0 0.0 -0.1
C -2.8860 -0.6649 3.8854 -0.1 -0.1 0.0
C 1.0286 2.7102 1.0914 0.1 0.1 0.0
H 5.7659 -0.5019 -2.9124 0.0 0.0 0.0
C -2.0398 0.0625 2.9752 0.1 0.0 0.2
C -2.5944 -0.8335 5.2162 0.1 0.1 -0.1


Record 2
60
Properties=species:S:1:pos:R:3:forces:R:3 method="wB97M-V/def2-TZVPD" de_lowest_ev=0.6251 e_homo_ev=-3.52 total_charge=-1 energy_ha=-5669.27744 homo_lumo_gap_ha=0.1721
Si -0.3179 0.1831 1.0828 -0.1 0.1 0.2
H -3.1487 0.7456 0.6758 0.0 0.0 0.0
C -1.8633 -0.5860 1.7784 0.0 0.0 -0.1
C 3.9512 1.7047 -2.3485 0.1 -0.3 -0.1
C 1.7423 -1.2347 2.5067 0.0 0.0 0.0
H 0.2117 2.8414 3.7583 0.0 0.0 0.0
H -5.2298 -0.3582 1.3190 0.0 0.0 0.0
C -1.0954 2.8265 1.4446 0.0 0.0 0.0
O 0.4493 4.0840 -2.1276 0.1 -0.1 -0.2
C 3.3039 -2.7636 1.5044 0.0 0.0 0.0
C -1.7916 -2.8408 -4.2712 0.0 0.0 0.0
C 1.6152 -1.6990 0.1665 0.0 0.0 0.0
C 2.4260 -0.0332 -2.8981 -0.4 -0.1 -0.2
H 1.6000 3.4035 1.7046 0.0 0.0 0.0
C 1.1279 -1.0026 1.2711 0.0 0.1 0.1
H 2.2077 1.7632 1.4182 0.0 0.0 0.0
H -1.2406 2.8860 0.3638 0.0 0.0 0.0
H -1.4528 -3.7647 -3.8086 0.0 0.0 0.0
H 4.9643 2.0462 -2.1811 0.0 0.0 0.0
C -4.2488 -1.8084 2.5754 0.0 0.0 0.0
C 2.8753 2.5606 -2.2519 -0.3 0.0 0.0
C 1.3653 2.4382 1.2416 0.0 0.0 0.0
O -0.9600 -1.6949 -2.3208 0.2 -0.1 -0.1
H -1.5558 -2.8054 -5.3315 0.0 0.0 0.0
H -2.8758 -2.7696 -4.1475 0.0 0.0 0.0
C -3.1032 -0.0982 1.3513 0.0 0.0 0.1
Br 2.1453 -1.7984 -3.5221 0.1 0.0 0.1
C 3.7273 0.3802 -2.7070 0.2 0.3 0.1
N 1.3633 0.7589 -2.7487 0.9 -0.3 -0.1
O -1.0093 -0.5660 -4.1659 0.1 -0.1 -0.1
C -4.2905 -0.7126 1.7261 0.0 0.0 0.0
H 1.3734 -0.7394 3.3965 0.0 0.0 0.0
H 4.1439 -3.4415 1.5940 0.0 0.0 0.0
I -7.0453 -0.2929 -1.6927 -0.1 0.0 0.1
Ti -0.8777 0.3632 -2.2706 -1.6 0.5 -0.2
H -3.0046 -3.1542 3.6896 0.0 0.0 0.0
C 2.8196 -2.1021 2.6243 0.0 0.0 0.0
C -1.8454 -1.6963 2.6264 0.0 0.0 0.0
H 2.9613 3.6098 -2.0092 0.0 0.0 0.0
H 3.2791 -2.2646 3.5917 0.0 0.0 0.0
I -3.4928 0.5987 -2.2077 0.4 0.0 -0.2
H 1.2794 2.6122 0.1682 0.0 0.0 0.0
H -5.1701 -2.2988 2.8646 0.0 0.0 0.0
H 1.0734 1.3097 3.6712 0.0 0.0 0.0
C -1.2093 -1.6675 -3.5758 0.1 0.4 0.2
O -0.5415 0.4441 -0.5434 0.4 -0.2 0.2
C 1.6088 2.0451 -2.4742 0.0 0.1 0.0
C 0.0607 1.8871 1.8211 -0.1 0.0 0.0
C 2.6933 -2.5671 0.2742 0.0 0.0 0.0
C -3.0311 -2.2920 3.0339 0.0 0.0 0.0
H -2.0343 2.5029 1.8970 0.0 0.0 0.0
H -0.8836 3.8387 1.8061 0.0 0.0 0.0
C 0.3685 2.9186 -2.4440 -0.1 0.1 0.3
H 4.5456 -0.3099 -2.8440 0.0 0.0 0.0
C 0.1671 1.8259 3.3494 0.0 0.0 0.0
H -0.6962 1.3273 3.7975 0.0 0.0 0.0
H -0.9003 -2.1165 2.9516 0.0 0.0 0.0
H 3.0471 -3.0966 -0.6021 0.0 0.0 0.0
H 1.1180 -1.5864 -0.7880 0.0 0.0 -0.1
O -0.6996 2.2567 -2.7640 0.1 -0.1 0.1


Record 3
53
Properties=species:S:1:pos:R:3:forces:R:3 method="wB97M-V/def2-TZVPD" de_lowest_ev=0.0000 e_homo_ev="-4.29 / -4.99" total_charge=-1 energy_ha=-2141.14564 homo_lumo_gap_ha="0.2537 / 0.2467" spin_multiplicity=3 s_squared=2.0086
H -2.2538 1.6976 2.8442 0.0 0.0 0.0
H -1.2730 3.0463 0.2565 0.0 0.0 0.0
H -5.2877 1.7250 -0.1475 0.0 0.0 0.0
C -3.8639 0.2852 0.6640 0.0 0.0 0.1
O -6.1514 -4.8736 1.6685 0.0 0.0 0.0
H 4.1527 2.0934 -0.6664 0.0 0.0 0.0
N 1.7071 -0.0358 0.0369 0.0 -0.1 0.0
C -2.7083 -2.9748 0.0433 0.0 0.0 0.0
H -2.9274 3.1070 0.8757 0.0 0.1 0.0
O 1.9947 3.1259 -1.4965 0.0 0.0 0.0
H -5.2161 -5.1017 1.7263 0.0 0.0 0.0
H -5.9295 0.7125 1.1398 0.0 0.0 0.0
Pt -0.4303 -0.2572 -0.2834 -0.1 0.3 -0.3
H -4.1484 -0.5863 0.0713 0.0 0.0 0.0
C -2.8014 -2.3950 -1.2311 0.0 -0.1 0.0
C 3.6867 1.2041 -0.2674 0.0 0.0 0.0
H -1.9325 3.4239 -1.9842 0.0 0.0 0.0
O 0.2446 1.7276 -1.3864 0.0 0.0 0.0
C -3.8326 -3.4805 0.6659 0.0 0.0 0.0
O 0.2672 -2.0803 0.9238 -0.1 -0.1 0.1
C 2.3557 -0.9828 0.7083 0.0 0.0 0.0
H -1.2035 3.1124 2.7357 0.0 0.0 0.0
H -4.1386 -1.9202 -2.8363 0.0 0.0 0.0
O -7.4386 -3.6272 0.3733 0.0 0.0 0.0
H -6.1517 -2.8240 -1.6977 0.0 0.0 0.0
C 3.7199 -0.8853 0.9210 0.0 0.0 0.0
C 1.4553 2.0689 -1.1811 0.0 0.0 0.0
H 5.4558 0.3262 0.5713 0.0 0.0 0.0
H -3.5695 3.5689 -1.3244 0.0 0.0 0.0
C -5.0841 -3.4348 0.0455 0.0 0.0 0.0
C -4.0561 -2.3680 -1.8538 0.0 0.0 0.0
C 1.5047 -2.1512 1.2150 -0.1 0.0 -0.1
H -4.8367 2.0370 1.5280 0.0 0.0 0.0
C 4.3879 0.2238 0.4212 0.0 0.0 0.0
P -2.3642 0.9731 -0.1290 0.2 -0.3 0.1
H -0.6292 1.5363 2.1810 0.0 0.0 0.0
O 2.0828 -3.0311 1.8435 0.0 0.0 0.0
S -1.4012 -1.7017 -2.0266 0.0 0.1 0.1
H -3.5616 -0.1021 1.6402 0.0 0.0 0.0
H -2.2745 1.0285 -2.4962 0.0 0.0 0.0
H 4.2126 -1.6768 1.4665 0.0 0.0 0.0
C 2.3237 1.0402 -0.4481 0.0 0.0 0.0
C -6.3235 -3.9547 0.6807 0.0 0.0 0.0
C -2.9402 1.5226 -1.7884 0.0 0.0 0.0
H -3.7221 -3.8800 1.6698 0.0 0.0 0.0
C -5.0409 1.2485 0.8029 0.0 0.0 0.0
H -3.3352 3.2342 -3.0376 0.0 0.0 0.0
C -5.1801 -2.8696 -1.2229 0.0 0.0 0.0
C -2.0228 2.4972 0.8266 0.0 0.0 0.0
C -2.9462 3.0285 -2.0388 0.0 0.0 0.0
H -1.7440 -3.0050 0.5357 0.0 0.0 0.0
H -3.9340 1.0945 -1.9459 0.0 0.0 0.0
C -1.5000 2.1930 2.2286 0.0 0.0 0.0


Record 4
23
Properties=species:S:1:pos:R:3:forces:R:3 method="wB97M-V/def2-TZVPD" de_lowest_ev=0.1284 e_homo_ev=-9.49 total_charge=0 energy_ha=-578.41688 homo_lumo_gap_ha=0.3680
H 0.8212 1.8866 -1.1542 0.0 0.0 0.0
O -0.3659 -0.3719 0.0038 0.7 -0.6 0.0
H -2.5350 -1.4484 -0.2559 0.0 -0.1 0.0
C 1.2823 0.9058 -1.2590 -0.3 0.0 0.2
O -4.3258 1.2858 0.3151 0.1 0.7 0.1
C 1.8184 -1.2497 -0.0731 -0.4 0.3 0.0
C 1.3649 0.8393 1.2575 -0.3 -0.1 -0.1
H 1.2547 0.2059 2.1339 0.0 -0.1 0.1
B -4.0884 -0.0322 0.0620 -0.1 -0.2 0.0
O -5.0785 -0.9914 0.0067 -0.2 -0.3 0.0
H 0.7073 1.6984 1.3586 0.0 0.1 0.0
H -5.9654 -0.6666 0.1602 -0.1 0.0 0.0
H 2.8846 -1.0471 -0.0375 0.1 0.0 0.0
N -2.7809 -0.4799 -0.1765 4.3 2.5 0.5
O -1.3778 1.6741 0.1192 0.4 0.1 0.0
H 2.3509 1.0323 -1.4141 0.1 0.0 0.0
C -1.3066 0.5030 0.0274 -5.2 -2.2 -0.6
H -5.2421 1.5441 0.4001 -0.1 0.0 0.0
C 1.0374 0.0604 -0.0120 0.7 0.2 0.0
H 1.5488 -1.8841 0.7657 0.0 -0.1 0.1
H 1.5875 -1.7798 -0.9930 0.0 -0.1 -0.1
H 0.8553 0.4137 -2.1312 0.0 0.0 -0.1
H 2.3903 1.1942 1.2063 0.1 0.0 0.0


Record 5
20
Properties=species:S:1:pos:R:3:forces:R:3 method="wB97M-V/def2-TZVPD" de_lowest_ev=1.2346 e_homo_ev="-4.23 / -9.07" total_charge=0 energy_ha=-402.85111 homo_lumo_gap_ha="0.1677 / 0.3432" spin_multiplicity=2 s_squared=0.7532
H 0.6090 1.9460 2.0257 -0.1 -0.4 0.5
H -0.2212 -2.0055 1.5375 -0.2 -0.1 -0.1
O 1.6239 -0.9293 -0.9974 0.2 0.7 0.4
H 1.0210 -1.7658 0.3964 0.2 -0.2 -0.8
H -2.4971 1.1505 0.1520 0.0 0.0 -0.1
C -1.6143 1.5501 0.6501 -0.1 0.0 0.6
C -0.6319 0.4503 1.0475 0.1 -0.3 0.6
O 0.1678 0.7499 -1.8460 0.3 0.2 0.3
C -0.5572 -0.6518 -0.0384 0.1 0.6 0.1
H -1.9543 2.0323 1.5739 0.0 0.1 -0.2
C 0.7235 1.0313 1.4390 0.4 0.4 -0.9
H 1.3665 0.2965 1.9296 0.0 0.2 0.2
H -0.3311 -2.7457 0.0395 0.2 0.0 -0.2
H -0.9938 -0.0343 1.9745 -0.4 0.1 -0.2
H 0.9960 1.0369 -2.2477 0.1 -0.1 0.0
H -1.1475 2.3080 0.0270 0.0 -0.1 -0.2
C 0.4455 -0.4144 -1.1291 -0.7 -1.1 -1.1
N -0.0156 -1.9219 0.5422 -0.1 0.3 1.2
H 1.2683 1.3912 0.5562 -0.1 -0.4 0.0
H -1.5773 -0.8350 -0.3885 0.1 0.0 -0.1


Record 6
14
Properties=species:S:1:pos:R:3:forces:R:3 method="wB97M-V/def2-TZVPD" de_lowest_ev=1.9900 e_homo_ev="-6.31 / -9.66" total_charge=0 energy_ha=-684.58953 homo_lumo_gap_ha="0.2562 / 0.2561" spin_multiplicity=3 s_squared=2.0254
C 0.1875 -0.3234 -0.5930 2.0 -1.5 3.6
O -1.5031 0.6531 -1.1495 -1.5 1.4 -1.6
H -0.4033 -2.1002 -1.2896 -0.5 -0.2 -0.5
S 1.4239 1.0019 -0.2948 -2.1 -0.3 0.3
H 0.0956 -0.9264 -2.5456 0.1 0.1 -2.0
C 0.5409 1.3427 1.3055 -0.3 -2.5 -0.2
H -0.1926 2.1109 1.1784 0.3 1.2 0.3
H 1.2245 1.3175 2.1289 0.5 1.3 0.4
C -0.2561 0.0447 1.5843 1.2 0.7 -1.9
H 1.2449 -1.8107 -1.4298 1.3 -0.4 -0.8
N -0.3414 -0.7587 0.5813 0.1 -0.1 -1.3
H -1.7373 1.1380 -0.3495 -0.2 0.1 0.4
H -0.5886 -0.3319 2.4953 -0.4 0.1 1.8
C 0.3052 -1.3574 -1.6218 -0.4 0.2 1.6